Here is an isolated molecule of C19H18O4 from the OMol25 dataset. Energies are from ωB97M-V/def2-TZVPD.

The geometry in XYZ format:
```
41
Properties=species:S:1:pos:R:3
C -5.51910 -1.66594 0.49058
O -4.80914 -0.45207 0.52512
C -3.49070 -0.44287 0.15507
C -2.80175 -1.59768 -0.22199
C -1.47310 -1.57031 -0.57301
C -0.75965 -0.36934 -0.56711
C 0.63729 -0.25133 -0.91715
C 1.37579 -1.49310 -1.30677
C 1.22682 0.96963 -0.88014
C 2.67486 1.22289 -1.20546
C 3.60795 0.56753 -0.22104
C 3.36861 0.67548 1.14377
C 4.22151 0.08315 2.05657
C 5.32897 -0.62365 1.61803
C 5.58002 -0.72957 0.26149
C 4.72347 -0.13855 -0.65124
C 0.46909 2.15943 -0.48927
O 0.93217 3.27537 -0.43586
O -0.84093 2.00018 -0.16662
C -1.44789 0.79167 -0.19722
C -2.80905 0.78292 0.16548
O -3.29038 2.00446 0.50443
C -4.66746 2.22702 0.70459
H -6.53135 -1.41474 0.80418
H -5.54907 -2.08922 -0.51831
H -5.09929 -2.40041 1.18499
H -3.31751 -2.54369 -0.23459
H -0.98621 -2.48972 -0.85063
H 2.40491 -1.27758 -1.56771
H 0.88663 -1.96756 -2.15633
H 1.37656 -2.19762 -0.47628
H 2.90130 0.88523 -2.21953
H 2.82509 2.30628 -1.16821
H 2.51104 1.23502 1.48812
H 4.02368 0.17532 3.11460
H 5.99535 -1.08638 2.33100
H 6.44471 -1.27455 -0.08873
H 4.92902 -0.22374 -1.70991
H -5.04103 1.70093 1.58531
H -4.75588 3.30223 0.85805
H -5.25537 1.93488 -0.16828
```

Computed properties:
SMILES: COc1ccc2c(C)c(Cc3ccccc3)c(=O)oc2c1OC
HOMO, eV: -8.16
LUMO level, eV: 0.36
2S+1: 1
Net charge: 0
Total energy, hartree: -1035.76299
ΔE to the lowest compared entry with this formula, charge and spin, eV: 0.820
Gap between HOMO and LUMO, eV: 8.522
Molar mass, u: 310.35

Atomic partial charges in e from the natural (NBO) method, atoms 1 to 6:
1. C -0.250
2. O -0.504
3. C 0.255
4. C -0.298
5. C -0.179
6. C -0.167

Here is a structure of composition C19H19AuF4IN2O2 from the OMol25 dataset. Energies are from ωB97M-V/def2-TZVPD.

The geometry in XYZ format:
```
48
Properties=species:S:1:pos:R:3
Au 0.30851 0.61523 -0.02847
C 3.51925 1.97418 0.68399
C 2.83306 2.33072 -0.61728
N 1.86514 1.36112 -1.24466
C 1.36963 2.03099 -2.50220
C 0.10604 1.46189 -3.11847
C 2.52327 0.07731 -1.64903
C 2.70864 -0.89892 -0.48514
N 1.87807 -0.42629 0.61053
C 1.58561 -1.20315 1.72617
C 1.12611 -0.53444 2.87318
F 0.97471 0.79862 2.81897
C 0.82690 -1.19907 4.04155
F 0.38702 -0.50288 5.08611
C 0.99603 -2.56816 4.13704
C 1.45760 -3.24438 3.02706
F 1.62799 -4.56297 3.07541
C 1.73056 -2.59009 1.83705
F 2.14495 -3.32011 0.79633
H 4.06325 2.86537 0.99854
H 4.24643 1.17175 0.57369
H 2.81590 1.71486 1.46789
H 3.58570 2.51236 -1.39184
H 2.27563 3.25797 -0.48737
H 2.19536 1.95734 -3.21581
H 1.23655 3.08617 -2.27287
H 0.16714 0.38852 -3.30151
H -0.03581 1.93856 -4.08820
H -0.77138 1.67206 -2.51420
H 3.46106 0.30668 -2.15949
H 1.85632 -0.37878 -2.37769
H 3.74031 -0.89649 -0.12182
H 2.48547 -1.90315 -0.83990
H 0.76963 -3.09521 5.05261
I -8.20206 -1.21756 -1.03027
C -6.19899 -0.72777 -0.72436
C -5.76491 0.57133 -0.96814
C -4.43568 0.89333 -0.77174
C -3.54690 -0.08175 -0.32248
C -3.98859 -1.38076 -0.07261
C -5.31494 -1.70560 -0.27821
C -2.14513 0.25488 -0.11732
O -1.33503 -0.55873 0.44541
O -1.62943 1.37298 -0.47383
H -6.46280 1.32308 -1.30830
H -4.08129 1.89824 -0.95761
H -3.29132 -2.12792 0.28106
H -5.66358 -2.71137 -0.09177
```

Computed properties:
HOMO, eV: -11.38
LUMO level, eV: -5.20
2S+1: 1
Net charge: +1
Total energy, hartree: -1827.94741
ΔE to the lowest compared entry with this formula, charge and spin, eV: 0.539
Gap between HOMO and LUMO, eV: 6.176
Molar mass, u: 707.24

Atomic partial charges in e from the natural (NBO) method, atoms 1 to 6:
1. Au 1.337
2. C -0.629
3. C -0.219
4. N -0.403
5. C -0.223
6. C -0.652

Here is a structure of composition C19H19Br2N4O4S5Tm from the OMol25 dataset. Energies are from ωB97M-V/def2-TZVPD.

The geometry in XYZ format:
```
54
Properties=species:S:1:pos:R:3
Tm -0.29390 -0.02280 -0.11790
O -4.61250 0.57640 -4.86270
C -3.91840 0.73700 -3.73670
C -4.38150 0.34620 -2.47900
C -3.57970 0.55750 -1.37820
N -2.36300 1.10480 -1.44010
C -1.95640 1.49910 -2.64300
Br -0.25150 2.33520 -2.64510
C -2.66910 1.36050 -3.81050
H -5.43410 0.08820 -4.71410
H -5.34570 -0.12360 -2.36350
H -3.92310 0.25430 -0.39830
H -2.29230 1.68210 -4.76520
N -2.03290 1.56170 1.47150
C -1.49570 1.90320 2.80460
C -0.02020 2.31430 2.69120
C 0.49820 1.39090 1.60250
O 0.55900 0.15840 1.83030
O 0.65060 1.83950 0.44030
H -2.11140 2.42340 0.92420
H -2.98040 1.20510 1.59870
H -1.56100 1.00750 3.42650
H -2.07510 2.69780 3.28930
H 0.48650 2.14730 3.64060
H 0.08830 3.35110 2.37400
C 4.87900 0.76880 -3.13020
C 4.15310 -0.07660 -2.13980
C 4.59340 -1.35430 -1.79760
C 3.83180 -2.14020 -0.95060
C 2.63880 -1.61000 -0.49290
Br 1.42910 -2.64340 0.56840
N 2.22160 -0.38240 -0.75530
C 2.97470 0.37070 -1.55020
H 5.95560 0.65210 -3.03710
H 4.60750 1.81420 -3.01960
H 4.59800 0.45420 -4.13480
H 5.52460 -1.72970 -2.19610
H 4.13640 -3.13230 -0.66570
H 2.61120 1.37670 -1.71500
C -3.34980 -5.04720 0.30870
S -1.86770 -5.00050 1.36810
C -2.27180 -3.59270 2.33560
C -2.42990 -2.34170 1.84740
S -2.30630 -1.84840 0.20260
S -2.96220 -1.15190 3.04060
C -2.80080 -2.15110 4.46510
S -3.00110 -1.57900 5.98110
S -2.43570 -3.80710 4.07440
H -3.25940 -5.92920 -0.31580
H -3.37220 -4.14920 -0.30090
H -4.23050 -5.11400 0.93940
O -0.72480 -1.22390 -4.41880
C -0.45570 -1.06090 -3.28650
N -0.18840 -0.85730 -2.15400
```

Computed properties:
HOMO (spin up / spin down), eV: -7.25 / -7.24
LUMO level (spin up / spin down), eV: 0.19 / 0.19
2S+1: 3
Net charge: 0
Total energy, hartree: -9479.78113
ΔE to the lowest compared entry with this formula, charge and spin, eV: 0.647
Gap between HOMO and LUMO (spin up / spin down), eV: 7.439 / 7.437
Molar mass, u: 856.46

Atomic partial charges in e from the natural (NBO) method, atoms 1 to 6:
1. Tm 1.607
2. O -0.633
3. C 0.389
4. C -0.339
5. C 0.096
6. N -0.555

Here is a structure of composition C19H19Br33N2O4 from the OMol25 dataset. Energies are from ωB97M-V/def2-TZVPD.

The geometry in XYZ format:
```
77
Properties=species:S:1:pos:R:3
C 0.39274 2.02000 -1.77421
C -0.90487 2.71223 -2.25953
C -1.68238 1.84954 -3.25464
N -3.03291 2.40686 -3.43638
C -3.95162 1.91822 -2.50132
C -4.83582 2.70740 -1.88739
N -4.90958 4.10632 -2.12579
C -4.13796 4.72540 -1.40010
O -3.51488 5.41725 -0.72860
C -5.69258 1.89254 -0.94718
O -6.65043 2.25146 -0.35695
O -5.08918 0.61745 -1.02417
C -4.13911 0.51146 -2.02078
O -3.64973 -0.51653 -2.34893
H 0.67067 1.24792 -2.48966
H 1.19901 2.73968 -1.65741
H 0.22036 1.54566 -0.80598
H -0.59906 3.65452 -2.71662
H -1.54929 2.93165 -1.40327
H -1.17268 1.93970 -4.21666
H -1.68119 0.79420 -2.96918
H -3.36707 2.33088 -4.38794
C 3.37429 0.44758 0.84644
Br 2.51910 1.50407 2.19924
Br 2.22820 -0.98419 0.26179
Br 4.00730 1.51273 -0.62764
H 4.23963 -0.01492 1.29849
C 5.79891 -1.80796 4.00443
Br 4.96978 -0.86526 5.46333
Br 4.62585 -3.13364 3.24818
Br 6.46786 -0.59729 2.65846
H 6.65279 -2.33354 4.40353
C 8.95801 -5.21151 4.15033
Br 8.16631 -4.29192 5.64618
Br 7.75278 -6.50868 3.39917
Br 9.59273 -3.97214 2.82139
H 9.81639 -5.74942 4.52510
C 2.58751 -0.82689 -3.88630
Br 3.35354 -2.55258 -4.24496
Br 3.56815 0.59295 -4.73797
Br 0.71726 -0.77716 -4.34867
H 2.65367 -0.66296 -2.81745
C 0.66429 -1.07470 6.21646
Br 1.25195 -1.33274 4.40757
Br 1.97808 -0.12619 7.26105
Br -1.06377 -0.23263 6.29727
H 0.56197 -2.05573 6.65709
C -1.87037 -3.30549 -2.35975
Br -0.19591 -2.74647 -1.59773
Br -1.62658 -4.72965 -3.63087
Br -3.15530 -3.76878 -1.00128
H -2.27380 -2.46020 -2.90042
C -3.80918 1.23654 2.92194
Br -4.50988 2.69195 3.98102
Br -3.88162 -0.43896 3.87024
Br -4.67489 1.09876 1.19040
H -2.76602 1.45397 2.74082
C 3.51712 -5.91431 -1.11967
Br 3.07711 -4.17454 -0.42381
Br 3.13346 -7.30398 0.15607
Br 2.65477 -6.23796 -2.81070
H 4.58275 -5.92670 -1.29575
C -1.68933 -4.73741 2.51743
Br -2.05730 -4.24777 4.34492
Br 0.02880 -4.09720 1.94391
Br -1.87289 -6.63156 2.23146
H -2.43057 -4.24877 1.90138
C -5.57116 6.93348 2.92434
Br -4.03535 7.80170 3.69357
Br -5.08558 5.88410 1.38454
Br -6.53451 5.89882 4.23631
H -6.23903 7.71095 2.58385
C 0.05231 4.26170 -6.94483
Br 1.24934 5.54648 -6.15876
Br 0.29147 2.51193 -6.17926
Br -1.78370 4.83550 -6.83461
H 0.30289 4.18993 -7.99305
```

Computed properties:
HOMO, eV: -9.72
LUMO level, eV: -1.19
2S+1: 1
Net charge: 0
Total energy, hartree: -86088.16686
Gap between HOMO and LUMO, eV: 8.529
Molar mass, u: 2976.20

Atomic partial charges in e from the Mulliken method, atoms 1 to 6:
1. C -0.653
2. C 0.032
3. C 0.561
4. N -0.103
5. C 0.095
6. C 0.884

Here is a structure of composition C19H19BrClMgNSi from the OMol25 dataset. Energies are from ωB97M-V/def2-TZVPD.

The geometry in XYZ format:
```
43
Properties=species:S:1:pos:R:3
Mg 0.27862 1.37984 -2.31151
C 4.09308 0.62196 1.81837
C 2.83118 1.31363 1.39310
C 2.07813 2.09572 2.26083
C 0.92218 2.72036 1.82350
C 0.56581 2.52797 0.50487
Br -0.99528 3.32358 -0.21446
N 1.25312 1.78825 -0.34660
C 2.36124 1.18818 0.09511
H 4.25263 0.72414 2.89042
H 4.95814 1.04500 1.30506
H 4.04484 -0.44014 1.57831
H 2.39221 2.21148 3.29107
H 0.31538 3.32633 2.47926
H 2.88364 0.56941 -0.62593
C -5.17548 -1.41059 -0.78424
C -4.38987 -2.54255 -0.95900
C -3.03848 -2.41257 -1.24322
C -2.43817 -1.15593 -1.36540
C -3.25080 -0.03340 -1.19497
C -4.60378 -0.15315 -0.90237
Si -0.57846 -0.97761 -1.67190
C 0.23154 -1.40460 0.00077
C 1.37432 -2.20605 0.08189
C 2.00142 -2.45949 1.29568
C 1.50311 -1.90212 2.46532
C 0.37138 -1.09867 2.40880
C -0.25451 -0.85895 1.19268
H -6.23077 -1.50917 -0.56267
H -4.83273 -3.52723 -0.87356
H -2.43561 -3.30474 -1.37244
H -2.82202 0.95803 -1.30093
H -5.21388 0.73280 -0.77536
H -0.20343 -2.14442 -2.52952
H 1.77035 -2.66035 -0.82099
H 2.87109 -3.10558 1.33106
H 1.98379 -2.10284 3.41508
H -0.03251 -0.67080 3.31922
H -1.15243 -0.24655 1.17195
Cl -0.98378 2.81397 -4.13162
C 0.86096 2.73953 -3.79842
H 1.13437 3.77077 -3.57856
H 1.29946 2.47651 -4.75868
```

Computed properties:
HOMO, eV: -7.67
LUMO level, eV: -0.08
2S+1: 1
Net charge: 0
Total energy, hartree: -4313.97613
ΔE to the lowest compared entry with this formula, charge and spin, eV: 0.000
Gap between HOMO and LUMO, eV: 7.591
Molar mass, u: 429.12

Atomic partial charges in e from the natural (NBO) method, atoms 1 to 6:
1. Mg 1.487
2. C -0.637
3. C -0.030
4. C -0.133
5. C -0.268
6. C 0.158

Here is a structure of composition C19H19BrIIrN5O5S from the OMol25 dataset. Energies are from ωB97M-V/def2-TZVPD.

The geometry in XYZ format:
```
52
Properties=species:S:1:pos:R:3
Ir -0.34179 1.11163 0.31814
C -1.65001 2.54220 -4.39669
C -2.32202 2.68929 -3.08617
N -3.49256 3.18960 -2.86451
N -3.67187 3.09159 -1.51067
C -2.63818 2.53933 -0.88113
S -2.37962 2.19746 0.76035
N -1.76431 2.28434 -1.88505
N -0.51883 1.68073 -1.65034
H -2.31294 2.91755 -5.17106
H -1.42269 1.49463 -4.59902
H -0.71853 3.10931 -4.42644
H -4.53294 3.40625 -1.09383
H -0.36823 0.74335 -2.12120
H 0.22928 2.31305 -1.93596
Br 3.55762 -4.27035 -4.40960
C 3.48956 -3.23755 -2.82825
C 4.43550 -3.44600 -1.83568
C 4.38301 -2.68650 -0.67588
C 3.39569 -1.72834 -0.51045
C 2.45520 -1.52894 -1.51454
C 2.49718 -2.28693 -2.68007
C 1.37842 -0.50555 -1.36629
O 0.49209 -0.39561 -2.22724
O 1.41850 0.19557 -0.27777
H 5.20282 -4.19567 -1.97029
H 5.11905 -2.84885 0.10019
H 3.34415 -1.12982 0.38764
H 1.75691 -2.12620 -3.45037
N 2.16063 4.36839 1.28123
C 1.37900 3.30748 1.43425
O 0.75307 2.87051 0.43922
C 1.26280 2.72223 2.80243
I 2.77788 1.26108 3.10257
H 2.29644 4.75954 0.36304
H 2.69653 4.73520 2.04876
H 0.30443 2.23271 2.93109
H 1.41053 3.47940 3.56646
O -0.54073 0.18095 2.18135
C -1.22981 -0.75150 1.63883
O -1.36215 -0.64099 0.37181
C -1.81378 -1.85025 2.40280
C -1.75359 -1.82850 3.79429
C -2.30777 -2.87186 4.51416
C -2.90948 -3.93092 3.84542
C -2.96356 -3.95255 2.45754
C -2.41842 -2.90937 1.72998
H -1.27431 -0.99917 4.29633
H -2.27036 -2.86373 5.59484
H -3.33848 -4.74745 4.41117
H -3.42960 -4.78334 1.94582
H -2.44978 -2.90743 0.64876
```

Computed properties:
HOMO, eV: -11.02
LUMO level, eV: -2.78
2S+1: 1
Net charge: +1
Total energy, hartree: -4759.54098
ΔE to the lowest compared entry with this formula, charge and spin, eV: 0.000
Gap between HOMO and LUMO, eV: 8.242
Molar mass, u: 828.48

Atomic partial charges in e from the natural (NBO) method, atoms 1 to 6:
1. Ir 1.155
2. C -0.671
3. C 0.372
4. N -0.222
5. N -0.349
6. C 0.246